# 1
111
Properties=species:S:1:pos:R:3 method="wB97M-V/def2-TZVPD" orbital_gap_ev=6.3 total_charge=+1 relative_energy_kcal_mol=94.0 e_tot_ha=-2145.906515
Zr 2.87 -2.05 0.57
Mg 2.75 1.74 -1.08
C 3.99 -4.03 -3.27
C 2.93 -3.02 -2.84
C 1.51 -3.62 -3.26
O 2.98 -2.74 -1.50
H 4.96 -3.57 -3.10
H 3.97 -4.23 -4.34
H 4.10 -4.95 -2.70
H 3.08 -2.07 -3.37
H 1.36 -3.66 -4.34
H 0.73 -2.95 -2.92
H 1.31 -4.64 -2.91
C 4.05 -0.62 4.82
C 2.88 -1.35 4.13
C 1.53 -0.90 4.68
O 2.90 -1.39 2.71
H 4.07 -0.73 5.90
H 3.96 0.44 4.57
H 5.05 -0.91 4.49
H 3.00 -2.37 4.50
H 1.62 -0.98 5.76
H 0.70 -1.53 4.37
H 1.24 0.09 4.33
C -0.01 4.84 -1.28
C 1.44 4.72 -1.82
C 2.34 5.87 -1.31
O 1.96 3.44 -1.64
H -0.46 5.80 -1.52
H 0.02 4.65 -0.21
H -0.79 4.16 -1.64
H 1.35 4.98 -2.88
H 3.29 6.02 -1.82
H 2.61 5.74 -0.26
H 1.77 6.78 -1.46
C -0.81 -3.89 2.50
C 0.03 -4.21 1.19
C -0.96 -4.31 0.01
O 1.18 -3.42 1.01
H -1.32 -2.94 2.32
H -0.18 -3.80 3.39
H -1.55 -4.65 2.77
H 0.34 -5.25 1.25
H -1.66 -5.11 0.28
H -0.42 -4.63 -0.88
H -1.54 -3.41 -0.21
C -0.21 -0.57 -1.13
C 0.69 0.21 -0.13
C 0.07 0.24 1.29
O 2.07 -0.05 -0.17
H -1.25 -0.26 -1.21
H -0.23 -1.63 -0.88
H 0.21 -0.46 -2.13
H 0.60 1.23 -0.49
H 0.64 0.69 2.10
H -0.04 -0.79 1.65
H -0.91 0.70 1.23
C -2.26 -1.19 5.77
C -1.92 -0.74 4.36
O -3.11 -0.38 3.69
H -2.77 -0.39 6.31
H -1.33 -1.39 6.29
H -2.85 -2.11 5.76
H -1.51 -1.59 3.82
H -1.27 0.13 4.36
H -3.38 0.49 4.00
C -4.62 -1.40 -0.82
C -3.85 -1.63 0.49
O -4.55 -0.94 1.44
H -5.69 -1.60 -0.80
H -4.19 -2.01 -1.62
H -4.49 -0.35 -1.08
H -2.82 -1.26 0.45
H -3.95 -2.69 0.71
H -3.95 -0.99 2.18
C 1.28 0.17 -4.91
C 1.57 1.29 -3.91
O 2.58 0.80 -2.99
H 0.71 -0.65 -4.47
H 2.12 -0.35 -5.36
H 0.68 0.59 -5.73
H 0.66 1.60 -3.40
H 2.04 2.13 -4.42
H 3.37 0.68 -3.53
C 2.47 3.06 3.15
C 2.29 3.27 1.67
O 3.29 2.57 0.88
H 3.41 3.48 3.49
H 2.44 1.98 3.31
H 1.68 3.52 3.74
H 2.32 4.35 1.48
H 1.32 2.93 1.33
H 4.14 3.00 0.99
C -3.39 2.38 -0.56
C -3.16 2.84 0.81
O -3.82 4.08 0.94
H -2.96 1.40 -0.75
H -2.97 3.01 -1.34
H -4.47 2.28 -0.72
H -2.09 3.05 0.93
H -3.47 2.19 1.63
H -4.07 4.26 1.85
C -2.16 -0.17 -3.90
C -3.01 -0.31 -5.21
O -3.49 1.00 -5.51
H -1.28 0.45 -4.08
H -1.88 -1.18 -3.58
H -2.82 0.35 -3.20
H -3.89 -0.89 -4.95
H -2.45 -0.74 -6.04
H -4.28 0.96 -6.05


# 2
147
Properties=species:S:1:pos:R:3 method="wB97M-V/def2-TZVPD" orbital_gap_ev=10.4 e_tot_ha=-6671.244041
C -2.95 13.40 -22.79
N -4.14 12.58 -23.11
O -4.51 12.59 -24.26
O -4.63 11.89 -22.23
H -2.80 14.13 -23.58
H -2.12 12.69 -22.84
H -2.99 13.79 -21.79
C -2.46 9.31 -22.45
N -2.10 8.95 -23.85
O -1.83 7.79 -24.09
O -1.91 9.87 -24.62
H -3.50 9.01 -22.34
H -2.30 10.37 -22.31
H -1.84 8.72 -21.78
C -0.44 7.81 -27.15
N 0.78 8.06 -26.35
O 1.14 9.22 -26.24
O 1.25 7.12 -25.74
H -1.29 8.25 -26.64
H -0.68 6.76 -27.11
H -0.31 8.26 -28.13
C -6.83 7.59 -21.42
N -5.67 7.13 -20.62
O -5.90 6.48 -19.62
O -4.55 7.40 -21.03
H -7.71 7.14 -20.99
H -6.71 7.40 -22.48
H -6.90 8.68 -21.35
C -8.38 13.18 -21.39
N -9.16 14.45 -21.24
O -10.36 14.33 -21.07
O -8.59 15.50 -21.42
H -7.35 13.38 -21.64
H -8.95 12.65 -22.15
H -8.47 12.66 -20.44
C -11.54 7.59 -21.64
N -10.47 8.21 -22.48
O -9.51 7.51 -22.73
O -10.61 9.34 -22.88
H -11.49 6.54 -21.93
H -12.46 8.12 -21.81
H -11.18 7.60 -20.61
O -3.34 14.13 -28.02
S -2.50 15.27 -27.91
O -2.86 16.40 -27.13
O -1.07 14.78 -27.39
C -0.68 13.42 -27.53
C -1.30 12.44 -26.56
C -2.04 15.74 -29.55
H 0.41 13.33 -27.48
H -0.92 13.01 -28.52
H -1.14 12.72 -25.52
H -0.87 11.46 -26.78
H -2.37 12.36 -26.74
H -2.88 16.26 -30.02
H -1.78 14.84 -30.09
H -1.15 16.36 -29.46
O -11.39 6.63 -27.20
S -11.27 8.01 -27.47
O -11.08 8.48 -28.81
O -12.53 8.71 -26.79
C -12.92 10.00 -27.29
C -13.64 10.78 -26.20
C -9.99 8.63 -26.40
H -13.61 9.87 -28.13
H -12.05 10.55 -27.67
H -14.15 10.11 -25.50
H -14.33 11.49 -26.63
H -12.92 11.32 -25.59
H -10.36 8.36 -25.42
H -9.91 9.70 -26.56
H -9.07 8.12 -26.65
O -7.19 13.41 -29.07
S -8.60 13.26 -28.86
O -9.16 13.72 -27.64
O -9.36 13.93 -30.06
C -8.88 13.69 -31.40
C -10.04 13.12 -32.23
C -9.11 11.57 -29.06
H -7.97 13.09 -31.39
H -8.59 14.65 -31.83
H -9.62 12.32 -32.84
H -10.40 13.91 -32.88
H -10.87 12.74 -31.65
H -8.46 10.87 -28.56
H -9.34 11.31 -30.09
H -10.12 11.58 -28.63
O -9.97 4.16 -28.12
S -8.83 3.74 -28.86
O -8.85 2.47 -29.49
O -8.50 4.81 -29.99
C -8.95 6.18 -29.85
C -7.74 7.02 -30.27
C -7.34 3.85 -27.90
H -9.33 6.40 -28.86
H -9.75 6.37 -30.56
H -6.94 6.68 -29.63
H -7.88 8.09 -30.13
H -7.62 6.89 -31.35
H -7.40 4.75 -27.28
H -6.51 3.98 -28.58
H -7.29 2.97 -27.28
O -6.02 7.34 -27.32
S -5.85 8.75 -27.11
O -6.55 9.62 -28.01
O -6.18 9.14 -25.61
C -6.83 10.43 -25.43
C -7.32 10.48 -24.01
C -4.15 9.19 -27.06
H -7.67 10.56 -26.10
H -6.05 11.18 -25.60
H -8.07 11.24 -23.84
H -6.47 10.57 -23.32
H -7.76 9.53 -23.67
H -4.11 10.18 -26.59
H -3.72 9.20 -28.06
H -3.60 8.47 -26.45
O -3.19 11.20 -31.92
S -4.14 12.05 -31.27
O -3.91 13.45 -31.25
O -5.56 11.73 -31.90
C -5.68 10.45 -32.59
C -7.14 10.05 -32.55
C -4.40 11.52 -29.61
H -4.99 9.74 -32.11
H -5.29 10.60 -33.59
H -7.26 9.03 -32.89
H -7.57 10.69 -33.33
H -7.64 10.22 -31.61
H -3.40 11.44 -29.16
H -4.73 10.48 -29.62
H -5.05 12.16 -29.03
O -3.08 5.84 -28.61
S -3.15 6.47 -29.89
O -3.30 7.87 -30.04
O -1.83 6.10 -30.71
C -1.13 4.87 -30.38
C 0.22 5.21 -29.78
C -4.31 5.58 -30.89
H -1.06 4.33 -31.32
H -1.72 4.30 -29.66
H 0.21 5.02 -28.71
H 0.53 6.24 -29.90
H 1.02 4.58 -30.17
H -4.17 5.92 -31.91
H -5.32 5.76 -30.54
H -4.01 4.54 -30.82


# 3
131
Properties=species:S:1:pos:R:3 method="wB97M-V/def2-TZVPD" multiplicity=4 orbital_gap_ev="3.9 / 8.2" relative_energy_kcal_mol=14.0 e_tot_ha=-4852.725060
Ti 1.89 0.90 0.21
N -0.67 0.16 1.39
O -0.45 1.37 1.14
O -1.69 -0.18 1.99
O 0.22 -0.69 1.08
C -3.85 3.32 3.30
C -3.87 1.95 3.99
O -5.19 1.53 3.73
C -5.98 2.52 3.19
O -7.12 2.37 2.93
O -5.12 3.48 2.73
F -3.57 2.05 5.30
H -3.10 3.52 2.53
H -3.82 4.08 4.10
H -3.14 1.33 3.48
O 4.08 -0.14 0.50
P 4.76 -0.65 1.71
N 4.63 0.25 3.11
C 5.17 1.60 3.18
C 3.66 -0.06 4.18
N 6.41 -1.01 1.53
C 6.67 -1.78 0.31
C 7.50 -0.60 2.36
N 4.18 -2.16 2.22
C 4.98 -3.06 3.03
C 2.85 -2.64 1.83
H 6.22 1.61 3.50
H 4.61 2.27 3.82
H 5.22 2.08 2.19
H 3.42 0.76 4.85
H 4.14 -0.77 4.86
H 2.72 -0.40 3.75
H 5.95 -1.43 -0.43
H 7.66 -1.60 -0.11
H 6.54 -2.84 0.53
H 8.36 -1.28 2.33
H 7.97 0.30 1.93
H 7.28 -0.39 3.40
H 4.42 -3.65 3.76
H 5.48 -3.72 2.31
H 5.73 -2.56 3.64
H 3.01 -3.34 1.00
H 2.22 -1.85 1.42
H 2.36 -3.19 2.64
O 1.96 3.09 -0.16
P 1.84 4.35 -0.93
N 1.76 5.65 0.16
C 2.02 7.05 -0.20
C 1.13 5.37 1.43
N 0.40 4.50 -1.81
C -0.68 3.54 -1.52
C 0.10 5.56 -2.75
N 3.08 4.82 -1.96
C 3.05 4.53 -3.41
C 4.40 5.15 -1.47
H 2.71 7.04 -1.05
H 2.59 7.49 0.61
H 1.09 7.52 -0.51
H 1.15 6.24 2.08
H 1.50 4.45 1.89
H 0.04 5.23 1.34
H -0.74 3.43 -0.44
H -1.61 4.06 -1.78
H -0.54 2.66 -2.13
H -0.30 5.20 -3.70
H -0.63 6.25 -2.31
H 0.99 6.18 -2.90
H 3.47 3.54 -3.55
H 2.02 4.66 -3.73
H 3.69 5.27 -3.90
H 5.10 4.51 -2.02
H 4.48 5.06 -0.39
H 4.71 6.16 -1.77
O 0.92 0.59 -2.12
P 0.66 -0.43 -3.16
N -0.38 -1.63 -2.58
C -0.01 -3.02 -2.57
C -1.56 -1.20 -1.84
N 2.11 -1.10 -3.62
C 2.38 -2.06 -4.70
C 3.23 -0.94 -2.68
N -0.16 0.08 -4.57
C -0.34 -0.74 -5.74
C -0.63 1.46 -4.63
H 0.48 -3.34 -3.49
H -0.91 -3.64 -2.55
H 0.62 -3.35 -1.74
H -2.36 -0.71 -2.41
H -1.27 -0.52 -1.03
H -1.94 -2.13 -1.41
H 1.76 -2.07 -5.58
H 3.36 -1.84 -5.13
H 2.47 -3.02 -4.20
H 3.47 0.12 -2.65
H 3.01 -1.35 -1.69
H 4.01 -1.63 -3.01
H -0.48 -1.77 -5.40
H -1.26 -0.48 -6.27
H 0.47 -0.67 -6.46
H 0.25 2.12 -4.55
H -1.27 1.67 -3.77
H -1.19 1.74 -5.52
O -5.20 -4.78 3.27
P -5.60 -4.30 1.94
N -6.42 -5.48 1.03
C -5.84 -6.81 0.95
C -7.37 -5.20 -0.05
N -4.30 -3.98 0.94
C -4.57 -3.56 -0.43
C -2.94 -3.74 1.44
N -6.57 -2.96 1.81
C -8.02 -2.96 2.06
C -5.95 -1.65 2.02
H -6.55 -7.43 0.40
H -5.56 -7.33 1.86
H -4.95 -6.76 0.30
H -7.17 -5.79 -0.94
H -7.43 -4.13 -0.29
H -8.40 -5.33 0.30
H -3.77 -2.97 -0.88
H -4.71 -4.40 -1.11
H -5.34 -2.79 -0.38
H -2.34 -4.50 0.92
H -2.56 -2.73 1.27
H -2.86 -3.90 2.51
H -8.47 -3.83 1.59
H -8.23 -2.98 3.13
H -8.44 -2.01 1.73
H -6.60 -0.99 1.44
H -4.94 -1.62 1.61
H -5.88 -1.31 3.06